No. 1
A structure of composition C59H56NO5Tl, computed with the ωB97M-V functional and the def2-TZVPD basis.

Values from the calculation:
largest force on an atom	0.734	eV Å⁻¹
relative energy (zero: lowest compared OMol25 entry of this formula, charge and spin)	26.1	kcal per mole
HOMO-LUMO gap	6.0984	eV
charge	-2

```
122
Properties=species:S:1:pos:R:3:mulliken_charge:R:1
Tl -0.0668 0.4359 0.0834 0.786
C 2.7849 -1.2981 3.3986 -2.513
C 1.5997 -2.0380 2.8148 1.658
C 1.7573 -2.7090 1.5959 0.759
C 3.1044 -2.7203 0.9031 -2.358
C 0.6604 -3.3343 1.0011 1.780
C 0.7846 -4.0613 -0.3191 -2.114
C -0.6018 -3.2506 1.5983 0.796
C -1.7744 -3.9164 0.9128 -2.374
C -0.7678 -2.5480 2.7938 1.242
C -2.1582 -2.3230 3.3575 -2.373
C 0.3507 -2.0075 3.4423 1.138
C 0.1981 -1.4066 4.8270 -2.529
H 3.6182 -1.9688 3.6235 0.477
H 2.5375 -0.7712 4.3166 0.447
H 3.1500 -0.5502 2.6875 0.359
H 3.1308 -1.9767 0.0958 0.330
H 3.3234 -3.6932 0.4619 0.485
H 3.9180 -2.4834 1.5855 0.498
H 0.7271 -5.1476 -0.1860 0.461
H 1.7172 -3.8397 -0.8289 0.412
H -0.0237 -3.7751 -0.9935 0.161
H -2.1358 -3.3174 0.0678 0.432
H -2.6100 -4.0754 1.5916 0.499
H -1.4871 -4.8910 0.5128 0.463
H -2.4764 -3.1252 4.0325 0.305
H -2.8937 -2.2492 2.5570 0.429
H -2.2119 -1.3840 3.9084 0.306
H 1.0726 -1.6078 5.4450 0.532
H -0.6579 -1.8315 5.3507 0.489
H 0.0525 -0.3239 4.8028 0.356
O -2.0461 1.3114 -0.9444 -0.793
C -3.2445 0.7631 -1.2109 2.552
C -3.2589 -0.7957 -0.9316 -1.815
C -2.4254 -1.5823 -1.9068 -0.179
C -3.0096 -2.4991 -2.7809 -0.432
C -2.2129 -3.1527 -3.7053 -1.417
C -0.8648 -2.8530 -3.7586 -0.282
C -0.3404 -1.9296 -2.8565 -0.004
C 1.1240 -1.5828 -2.8915 -1.496
C 1.5455 -0.0684 -2.9847 2.699
O 1.3754 0.5916 -1.8151 -0.822
C 0.8484 0.6980 -4.1353 -0.602
C 1.0005 2.0888 -4.1160 -0.463
C 0.3960 2.8898 -5.0690 -0.812
C -0.3921 2.3202 -6.0708 -0.487
C -0.5561 0.9459 -6.0991 -0.783
C 0.0651 0.1427 -5.1390 0.427
C 3.0631 -0.1693 -3.3520 -0.205
C 3.5151 -0.5406 -4.6167 -0.133
C 4.8743 -0.6523 -4.8885 -1.000
C 5.8083 -0.3923 -3.8917 -0.420
C 5.3656 -0.0142 -2.6281 -0.901
C 4.0034 0.1011 -2.3644 -0.519
N -1.1079 -1.3515 -1.9301 1.843
C -4.3493 1.3666 -0.2793 -0.222
C -5.6965 1.0084 -0.3303 -0.037
C -6.6233 1.5780 0.5358 -0.945
C -6.2167 2.5312 1.4640 -0.534
C -4.8783 2.9053 1.5123 -0.733
C -3.9518 2.3225 0.6507 -0.928
C -3.6766 1.0411 -2.6751 -0.182
C -4.6280 0.3041 -3.3753 0.029
C -4.9708 0.6276 -4.6876 -1.010
C -4.3555 1.6961 -5.3239 -0.682
C -3.3934 2.4348 -4.6354 -0.632
C -3.0555 2.1069 -3.3298 -0.497
H -4.2738 -1.1999 -0.9109 0.632
H -2.8364 -0.8652 0.0760 0.164
H -4.0742 -2.6899 -2.7290 0.447
H -2.6427 -3.8764 -4.3879 0.369
H -0.2140 -3.3232 -4.4858 0.532
H 1.5968 -2.1691 -3.6823 0.444
H 1.5797 -1.8680 -1.9392 -0.506
H 1.5620 2.5241 -3.2962 0.439
H 0.5160 3.9667 -5.0198 0.323
H -0.8910 2.9464 -6.8011 0.423
H -1.1918 0.4886 -6.8495 0.398
H -0.0906 -0.9299 -5.1848 0.232
H 2.7921 -0.7343 -5.4047 0.372
H 5.2068 -0.9340 -5.8817 0.381
H 6.8687 -0.4721 -4.1027 0.357
H 6.0866 0.2009 -1.8469 0.399
H 3.6157 0.4264 -1.4041 0.497
H -6.0375 0.2884 -1.0688 0.244
H -7.6663 1.2853 0.4796 0.390
H -6.9392 2.9797 2.1369 0.366
H -4.5478 3.6547 2.2232 0.452
H -2.9008 2.5970 0.6551 0.817
H -5.1156 -0.5425 -2.9046 0.296
H -5.7073 0.0304 -5.2170 0.365
H -4.6144 1.9464 -6.3474 0.359
H -2.8859 3.2567 -5.1301 0.498
H -2.2742 2.6270 -2.7856 0.426
O 1.4589 1.9284 2.5620 0.154
C 1.1564 3.2929 2.8392 1.897
C 0.6912 3.9887 1.4911 -0.035
O 0.7627 5.2322 1.5643 -0.797
O 0.3177 3.2245 0.5795 -0.498
C 2.4329 3.9334 3.3643 -0.324
C 2.6884 4.0829 4.7229 -0.190
C 3.9207 4.5534 5.1773 -0.877
C 4.9184 4.8728 4.2708 -0.352
C 4.6743 4.7171 2.9066 -0.879
C 3.4469 4.2544 2.4615 -0.531
C -0.0379 3.4016 3.7587 -0.874
C -0.3231 4.5794 4.4520 0.115
C -1.4583 4.6797 5.2443 -0.998
C -2.3422 3.6106 5.3495 -0.598
C -2.0833 2.4482 4.6353 -1.051
C -0.9457 2.3508 3.8400 -0.190
H 1.6618 1.4909 3.3979 0.211
H 1.9120 3.8383 5.4396 0.471
H 4.0962 4.6670 6.2411 0.357
H 5.8785 5.2373 4.6187 0.379
H 5.4453 4.9660 2.1867 0.368
H 3.2549 4.1385 1.4001 0.515
H 0.3400 5.4273 4.3361 0.560
H -1.6644 5.6061 5.7696 0.362
H -3.2322 3.6910 5.9629 0.394
H -2.7854 1.6234 4.6664 0.444
H -0.7756 1.4698 3.2312 0.929
```


No. 2
A structure of composition C59H60CrN10O3P2S, computed with the ωB97M-V functional and the def2-TZVPD basis.

Values from the calculation:
largest force on an atom	0.707	eV Å⁻¹
HOMO-LUMO gap (spin up / spin down)	5.4455 / 5.5876	eV
charge	0
spin multiplicity	5

```
136
Properties=species:S:1:pos:R:3:mulliken_charge:R:1
Cr 0.9203 0.2016 0.2121 0.936
C -5.9092 2.9931 2.8049 -0.569
C -5.0301 2.2028 3.5356 -1.237
C -3.8214 1.8108 2.9843 0.521
C -3.4627 2.1804 1.6887 0.216
C -4.3398 3.0008 0.9837 -0.349
C -5.5539 3.3991 1.5285 -1.172
C -2.1747 1.7606 1.0645 0.610
C -0.9796 2.1188 1.7904 -0.479
C -0.9645 3.0522 2.8376 -1.613
C 0.2597 2.9343 3.4646 -1.501
C 0.9704 1.9259 2.7832 -1.152
N 0.2172 1.4541 1.7204 1.700
C 2.2485 1.4700 3.1690 0.732
C 3.0256 0.5779 2.4542 -0.268
C 4.3802 0.2556 2.8068 -1.777
C 4.9008 -0.4383 1.7727 -1.792
C 3.8568 -0.5978 0.8006 0.101
C 4.0457 -1.2527 -0.4106 0.930
C 5.4452 -1.6090 -0.7796 -0.917
C 5.8934 -2.9250 -0.7037 0.297
C 7.2035 -3.2418 -1.0284 -0.926
C 8.0796 -2.2462 -1.4405 -0.391
C 7.6396 -0.9336 -1.5226 -0.853
C 6.3291 -0.6177 -1.1909 0.158
C 3.0161 -1.6725 -1.2521 -0.299
N 1.6732 -1.5229 -0.9684 1.481
C 1.0511 -2.3291 -1.8600 -0.534
C -0.3796 -2.6185 -1.8524 1.098
C -0.7498 -4.0565 -1.8032 0.331
C -1.8554 -4.5351 -2.5028 -0.411
C -2.1780 -5.8839 -2.4781 -0.751
C -1.3977 -6.7752 -1.7543 -0.592
C -0.2842 -6.3095 -1.0666 -0.946
C 0.0405 -4.9622 -1.0996 -0.048
C -1.2866 -1.6344 -1.8162 -0.624
C -2.9564 -1.3313 -0.1941 -2.107
C -3.3563 0.1697 -0.3588 -1.250
C -2.1419 1.0334 -0.0789 -0.723
N -0.9808 0.9120 -0.8154 0.503
C 1.9583 -2.9762 -2.7177 -1.408
C 3.2053 -2.5319 -2.3649 -1.531
N 2.6990 -0.0137 1.2554 1.406
C 2.8098 2.0470 4.4229 -0.315
C 2.2794 1.6898 5.6599 0.215
C 2.7919 2.2246 6.8316 -0.899
C 3.8408 3.1326 6.7818 -0.423
C 4.3713 3.5011 5.5541 -0.884
C 3.8583 2.9609 4.3834 0.112
H -6.8532 3.3008 3.2343 0.391
H -5.2855 1.8957 4.5421 0.437
H -3.1352 1.2131 3.5638 0.726
H -4.0538 3.3400 -0.0026 0.695
H -6.2169 4.0339 0.9548 0.419
H -1.7800 3.7051 3.1016 0.805
H 0.6207 3.4820 4.3186 0.691
H 4.8716 0.5520 3.7171 0.647
H 5.9023 -0.8189 1.6676 0.539
H 5.2049 -3.6970 -0.3837 0.455
H 7.5419 -4.2673 -0.9589 0.389
H 9.1013 -2.4936 -1.6974 0.382
H 8.3156 -0.1523 -1.8444 0.392
H 5.9821 0.4066 -1.2491 0.499
H -2.4589 -3.8441 -3.0762 0.337
H -3.0366 -6.2404 -3.0321 0.443
H -1.6458 -7.8283 -1.7388 0.391
H 0.3384 -6.9993 -0.5111 0.397
H 0.9152 -4.5980 -0.5748 0.713
H -3.8605 -1.8682 0.1012 2.026
H -4.0814 0.3589 0.4477 0.932
H 1.6883 -3.6704 -3.4970 0.690
H 4.1548 -2.7994 -2.7962 0.712
H 1.4575 0.9850 5.6948 0.448
H 2.3731 1.9316 7.7856 0.398
H 4.2419 3.5510 7.6953 0.388
H 5.1855 4.2122 5.5061 0.394
H 4.2689 3.2486 3.4233 0.461
C -4.1505 1.7204 -2.0788 -1.359
N -3.9802 0.3457 -1.6575 1.180
C -5.2184 -0.3892 -1.7877 -1.133
P -0.8184 0.0787 -2.2159 -0.554
O 0.6004 0.2175 -2.6297 -0.668
O -2.5869 -1.9402 -1.4175 -0.144
P -1.7217 -1.7327 1.1365 -0.650
O -0.3264 -1.2088 0.9912 -0.124
N -1.6609 -3.3845 1.0804 1.148
C -2.7756 -4.2538 0.7327 -1.149
C -0.7242 -3.9981 2.0171 -1.142
N -2.3303 -1.1954 2.5781 1.176
C -3.5925 -1.7356 3.0569 -1.122
C -1.4007 -0.8283 3.6436 -1.060
N -1.7805 0.5160 -3.5126 1.613
C -1.2141 1.5367 -4.3799 -0.965
C -2.5175 -0.4928 -4.2512 -1.028
H -5.0066 2.2134 -1.5936 0.482
H -4.3132 1.7371 -3.1584 0.453
H -3.2465 2.2906 -1.8744 0.236
H -5.9727 -0.0789 -1.0443 0.296
H -5.0523 -1.4617 -1.6915 0.132
H -5.6343 -0.2164 -2.7808 0.464
H -3.3122 -3.8748 -0.1327 0.282
H -3.4697 -4.4065 1.5676 0.292
H -2.3685 -5.2249 0.4455 0.399
H 0.1288 -3.3421 2.1840 0.124
H -0.3570 -4.9321 1.5882 0.470
H -1.2016 -4.2232 2.9787 0.267
H -4.2082 -2.0949 2.2339 0.374
H -4.1592 -0.9587 3.5737 0.258
H -3.4327 -2.5717 3.7482 0.300
H -0.4850 -0.4241 3.2199 0.090
H -1.1625 -1.6954 4.2708 0.299
H -1.8456 -0.0640 4.2820 0.387
H -0.6137 2.2349 -3.8082 0.057
H -2.0290 2.0853 -4.8623 0.386
H -0.5699 1.1025 -5.1512 0.339
H -3.0851 -1.1257 -3.5729 0.125
H -1.8609 -1.1148 -4.8734 0.278
H -3.2294 0.0070 -4.9149 0.389
N 0.9901 4.0180 0.3263 -0.222
C 1.3903 3.4825 -0.8309 0.595
S 2.3189 2.0571 -0.8353 -0.550
N 1.0711 4.1998 -1.9259 0.050
C 1.3062 4.0145 -3.3127 0.438
C 2.2014 3.1042 -3.8582 -0.048
C 2.3155 3.0175 -5.2385 -0.783
C 1.5711 3.8308 -6.0780 -0.543
C 0.6948 4.7535 -5.5249 -0.681
C 0.5619 4.8420 -4.1515 -0.294
H 1.1108 3.4593 1.1630 -0.194
H 0.2503 4.7024 0.3591 0.286
H 0.5310 5.0333 -1.7381 0.211
H 2.7714 2.4484 -3.2249 0.252
H 2.9996 2.2915 -5.6565 0.384
H 1.6719 3.7483 -7.1514 0.394
H 0.1048 5.3994 -6.1611 0.371
H -0.1404 5.5480 -3.7223 0.331
```


No. 3
A cluster of 12 separate species, C59H66BN11O4Si in total in a non-equilibrium geometry, computed with the ωB97M-V functional and the def2-TZVPD basis.

Values from the calculation:
largest force on an atom	3.506	eV Å⁻¹
HOMO-LUMO gap	9.6818	eV
SMILES	CC(=O)OC[SiH2]CB(O)O.c1ccncc1.c1ccncc1.c1ccncc1.c1ccncc1.c1ccncc1.c1ccncc1.c1ccncc1.c1ccncc1.c1ccncc1.c1ccncc1.c1ccncc1
charge	0

```
142
Properties=species:S:1:pos:R:3:mulliken_charge:R:1
C -1.6649 -2.1535 4.1888 -1.382
C -1.9776 -0.7487 3.8427 0.631
O -1.1343 0.0587 3.9353 -0.593
O -3.2106 -0.4477 3.4584 0.052
C -3.9428 0.4329 4.3512 -0.330
Si -5.5870 -0.4146 4.8262 0.288
C -6.0481 -1.6699 3.4860 0.389
B -6.3487 -2.9981 4.2892 0.481
O -5.4546 -4.0610 4.2348 -0.566
O -7.4600 -3.0658 5.0788 -0.557
H -1.8606 -2.2978 5.2398 0.380
H -0.6135 -2.3008 4.0376 0.439
H -2.2320 -2.8686 3.6090 0.323
H -3.3820 0.6741 5.2413 0.149
H -4.1150 1.3528 3.8166 0.350
H -5.3812 -1.1439 6.1034 -0.171
H -6.7018 0.5337 5.0040 -0.198
H -5.2548 -1.8059 2.7710 0.303
H -6.9618 -1.3628 3.0075 -0.499
H -4.7879 -3.9265 4.9268 0.293
H -8.2737 -2.8823 4.5827 0.326
N 0.3914 -1.4828 -0.0301 -0.573
C 0.2216 -1.0377 -1.2738 -0.319
C -0.5125 0.0936 -1.5894 -0.133
C -1.1164 0.7906 -0.5581 -0.749
C -0.9686 0.3337 0.7420 -0.093
C -0.1883 -0.7975 0.9552 -0.538
H 0.7015 -1.6182 -2.0535 0.540
H -0.6116 0.4112 -2.6186 0.441
H -1.7083 1.6740 -0.7653 0.385
H -1.4289 0.8507 1.5716 0.463
H -0.0247 -1.1721 1.9572 0.498
N 0.0857 0.1311 7.4957 -0.481
C -0.5367 1.1115 6.8419 -0.064
C -0.8240 2.3467 7.4054 -0.850
C -0.4526 2.5781 8.7189 -0.346
C 0.1939 1.5693 9.4146 -0.396
C 0.4398 0.3734 8.7588 -0.389
H -0.8068 0.8879 5.8144 0.643
H -1.3257 3.1059 6.8223 0.724
H -0.6578 3.5306 9.1923 0.436
H 0.5060 1.7072 10.4407 0.422
H 0.9522 -0.4399 9.2624 0.404
N 0.6831 -1.3592 -4.6742 -0.322
C -0.1240 -1.4429 -5.7297 -0.465
C 0.0596 -0.7184 -6.8972 -0.287
C 1.1408 0.1454 -6.9716 -0.318
C 1.9906 0.2487 -5.8827 -0.510
C 1.7178 -0.5240 -4.7640 -0.299
H -0.9587 -2.1287 -5.6268 0.447
H -0.6274 -0.8291 -7.7252 0.383
H 1.3182 0.7299 -7.8655 0.381
H 2.8462 0.9091 -5.8940 0.429
H 2.3568 -0.4769 -3.8897 0.556
N -0.1955 6.7054 5.9320 -0.537
C 0.2403 7.4241 4.9001 -0.252
C 1.1386 6.9494 3.9560 -0.320
C 1.6145 5.6556 4.0923 -0.515
C 1.1740 4.8928 5.1604 -0.193
C 0.2721 5.4638 6.0448 -0.344
H -0.1545 8.4322 4.8323 0.367
H 1.4564 7.5792 3.1364 0.371
H 2.3185 5.2479 3.3782 0.397
H 1.5209 3.8780 5.3068 0.495
H -0.0974 4.9040 6.8937 0.514
N -6.9229 0.3059 0.8939 -0.090
C -7.6510 0.1763 -0.2151 0.560
C -7.3818 0.8436 -1.3997 -0.776
C -6.2973 1.7035 -1.4386 -0.307
C -5.5299 1.8540 -0.2983 -0.522
C -5.8824 1.1349 0.8335 0.019
H -8.4932 -0.5022 -0.1473 -0.304
H -8.0071 0.6923 -2.2694 0.474
H -6.0525 2.2430 -2.3447 0.401
H -4.6730 2.5133 -0.2836 0.428
H -5.3023 1.2234 1.7461 0.087
N 4.8860 0.5540 -4.1453 -0.141
C 5.1269 -0.7541 -4.0387 -0.137
C 6.1273 -1.2889 -3.2422 -0.771
C 6.9266 -0.4221 -2.5168 -0.193
C 6.6940 0.9388 -2.6160 -0.374
C 5.6655 1.3703 -3.4384 -0.593
H 4.4806 -1.3984 -4.6247 0.488
H 6.2746 -2.3588 -3.1939 0.409
H 7.7193 -0.8013 -1.8846 0.410
H 7.2958 1.6519 -2.0695 0.407
H 5.4471 2.4283 -3.5440 0.512
N 5.0133 2.5736 6.0475 -0.598
C 4.0520 2.1076 6.8429 -0.307
C 3.3531 0.9341 6.6024 0.078
C 3.6676 0.2041 5.4685 -0.411
C 4.6639 0.6731 4.6285 -0.345
C 5.3035 1.8572 4.9639 -0.290
H 3.8344 2.7129 7.7171 0.401
H 2.5807 0.6027 7.2799 0.307
H 3.1420 -0.7152 5.2433 0.414
H 4.9398 0.1347 3.7320 0.386
H 6.0914 2.2590 4.3353 0.362
N 9.7536 1.3218 -7.3193 -0.408
C 9.9184 2.4767 -7.9613 -0.430
C 9.0681 3.5624 -7.8211 -0.387
C 7.9827 3.4413 -6.9687 -0.403
C 7.7943 2.2465 -6.2950 -0.068
C 8.7055 1.2239 -6.5043 -0.105
H 10.7785 2.5271 -8.6201 0.366
H 9.2530 4.4774 -8.3667 0.374
H 7.2940 4.2656 -6.8324 0.386
H 6.9608 2.1054 -5.6223 0.174
H 8.5949 0.2714 -5.9944 0.422
N 9.6015 -2.8340 -7.8373 -0.528
C 9.8352 -4.1369 -7.6949 -0.184
C 10.8344 -4.6572 -6.8868 -0.370
C 11.6398 -3.7731 -6.1881 -0.269
C 11.4130 -2.4139 -6.3249 -0.551
C 10.3848 -1.9948 -7.1579 -0.417
H 9.1832 -4.7936 -8.2615 0.371
H 10.9762 -5.7265 -6.8084 0.355
H 12.4323 -4.1387 -5.5470 0.368
H 12.0193 -1.6892 -5.7986 0.382
H 10.1738 -0.9372 -7.2897 0.913
N -4.6500 -0.8372 -4.3082 -0.468
C -5.6607 -1.2732 -3.5586 -0.126
C -6.3394 -2.4587 -3.7965 -0.405
C -5.9484 -3.2347 -4.8748 -0.370
C -4.8994 -2.7962 -5.6658 -0.386
C -4.2864 -1.5959 -5.3392 -0.331
H -5.9317 -0.6332 -2.7289 0.416
H -7.1518 -2.7649 -3.1510 0.431
H -6.4521 -4.1673 -5.0950 0.380
H -4.5619 -3.3712 -6.5172 0.363
H -3.4591 -1.2166 -5.9301 0.500
N -9.8575 -2.8548 3.0098 -0.447
C -10.6188 -3.9478 2.9818 -0.257
C -11.1866 -4.4559 1.8246 -0.407
C -10.9528 -3.7924 0.6319 -0.412
C -10.1640 -2.6539 0.6443 -0.389
C -9.6412 -2.2291 1.8553 -0.068
H -10.7761 -4.4341 3.9380 0.377
H -11.7948 -5.3488 1.8592 0.374
H -11.3785 -4.1576 -0.2940 0.378
H -9.9575 -2.1068 -0.2655 0.285
H -9.0148 -1.3454 1.9158 0.480
```


> Which of these has the lowest largest force on an atom?

C59H60CrN10O3P2S


> The lowest largest force on an atom belongs to which entry?

C59H60CrN10O3P2S


> charge of number 1 (C59H56NO5Tl)?

-2